DFT (ωB97M-V with the def2-TZVPD basis set) results for a molecular structure, C48H39IMnN6P in a non-equilibrium geometry.

Calculated values
relative energy (zero: lowest compared OMol25 entry of this formula, charge and spin): 41.8 kJ/mol
electronic energy: -108059.180 eV
multiplicity: 6
frontier orbital gap (alpha / beta): 7.94 / 7.78 eV
charge: +1
LUMO level (alpha / beta): -2.16 / -2.34 eV

Each line ends with the Löwdin charge.
Geometry (Å):
H: -0.7891 4.8149 -1.4342  0.108
H: 5.7781 -0.6574 -0.8808  0.126
C: 7.0098 -1.8361 -2.1803  -0.063
C: -3.1008 -1.5193 2.1258  -0.096
H: -3.3395 -1.7142 4.2403  0.108
C: 0.0439 1.0478 3.6403  -0.047
H: 3.0611 -1.4241 4.0685  0.109
C: 7.0373 -2.7081 -3.2566  -0.070
Mn: 0.0343 -0.9584 1.1700  0.380
C: -4.3943 -2.1671 -2.3109  -0.211
N: 0.1279 1.3317 0.7531  0.070
C: -5.0090 -2.5189 3.1734  -0.072
H: -2.3815 0.4468 -4.0678  0.095
H: -0.4345 8.7379 1.8556  0.108
H: 2.0957 -0.9171 -4.5493  0.101
C: 0.3445 2.0130 5.8100  -0.069
H: -7.4639 -3.9675 -3.7996  0.109
C: -5.5548 -2.7542 1.9224  -0.064
H: -5.3291 -0.3592 -2.9980  0.122
H: 7.9316 -1.5495 -1.6955  0.110
C: 4.7412 -3.4678 1.9683  -0.059
C: 3.4135 -1.8571 3.1444  -0.093
C: 0.7252 7.2412 0.8622  -0.064
H: 4.5985 -3.3519 4.1042  0.108
H: 1.4439 7.9432 0.4677  0.109
C: -3.6107 -1.7956 0.8563  -0.153
C: -1.2617 6.7861 2.1315  -0.061
C: 4.6476 -2.5860 -3.4211  -0.034
H: 0.3510 1.9157 6.8838  0.109
C: 2.5313 -0.1679 -3.8853  -0.014
C: -5.5863 -4.1980 -2.8028  -0.062
C: 3.4022 -1.9042 0.7266  -0.187
C: 0.8607 5.8921 0.5898  -0.037
H: -5.5419 -2.8121 4.0630  0.106
C: -5.3954 -1.4376 -2.9480  -0.036
C: -2.2896 -0.6103 -3.8124  -0.017
P: -0.0540 0.7940 -2.0476  1.193
C: 2.9811 -1.3444 1.9378  -0.121
H: 5.4301 -4.2989 1.9853  0.109
C: 3.3414 -1.2460 -1.7883  -0.103
H: 3.7268 -2.8920 -3.8958  0.117
H: 0.8076 4.1001 5.8291  0.111
N: -2.3295 -0.7849 -2.3873  -0.061
H: 4.6606 -3.3995 -0.1675  0.116
H: -7.2661 -1.5085 -3.9705  0.109
N: 1.5983 -0.7902 -0.4742  0.051
H: -2.1505 -0.9814 2.2262  0.040
C: -2.8795 -1.3971 -0.3423  -0.146
C: 5.8558 -3.0809 -3.8755  -0.067
H: -5.3096 -2.6034 -0.1811  0.095
C: -6.4913 -2.0861 -3.4894  -0.066
C: -3.7750 -1.8981 3.2704  -0.071
N: -1.7013 -0.7009 -0.2744  0.056
C: 2.8353 -1.3626 -0.5040  -0.154
C: 1.3637 -0.2969 -1.6795  -0.421
I: 0.0351 -3.3403 1.9729  0.266
C: -0.1432 3.9676 -1.6649  -0.020
H: -2.0923 7.1338 2.7250  0.110
C: -1.1330 5.4373 1.8617  -0.030
C: 0.5827 3.2410 5.2164  -0.059
N: -0.0158 3.1247 -0.5083  -0.056
C: 5.8052 -1.3426 -1.7157  -0.029
C: 0.1320 2.4218 1.5752  -0.143
C: 0.0417 3.5592 0.7848  -0.108
H: 5.8713 -3.7707 -4.7046  0.108
C: 4.3075 -2.9629 0.7550  -0.018
H: -1.3447 -0.9869 -4.2098  0.094
C: -4.4890 -3.5583 -2.2583  -0.033
C: 4.6123 -1.7232 -2.3291  -0.193
H: -0.0968 -0.0538 5.4616  0.112
C: -3.2629 -1.4818 -1.6770  -0.101
C: -0.0648 4.9827 1.0935  -0.207
H: 2.3284 -0.4618 1.9347  0.084
H: -1.8573 4.7267 2.2334  0.128
C: -4.8637 -2.4061 0.7779  -0.013
H: -3.7108 -4.1334 -1.7769  0.130
H: -3.1173 -1.1638 -4.2525  0.096
H: -0.1766 0.1405 3.0265  0.049
H: 2.0275 0.7852 -4.0513  0.077
C: -0.3322 7.6870 1.6374  -0.068
C: -1.3970 -0.3326 -1.5132  -0.423
C: -6.5956 -3.4638 -3.4052  -0.067
H: -5.6563 -5.2736 -2.7489  0.111
C: 0.0857 0.9103 5.0128  -0.066
C: 0.2360 2.2874 3.0263  -0.146
C: 4.2842 -2.9324 3.1616  -0.070
H: -0.5786 3.3979 -2.4869  0.062
C: 0.5279 3.3823 3.8425  -0.016
H: 1.6954 5.5380 0.0007  0.118
H: 0.7097 4.3490 3.4005  0.108
H: 0.8304 4.3508 -1.9778  0.102
H: 7.9743 -3.1110 -3.6070  0.108
C: 0.0346 1.7707 -0.4940  -0.411
N: 2.4021 -0.5610 -2.5102  -0.053
H: -6.5248 -3.2196 1.8292  0.108
H: 3.5888 -0.0654 -4.1245  0.104

Atoms 1-2, force components in eV/Å:
0.0 -0.1 0.0
0.0 0.0 0.1